Entry 1:
34
Properties=species:S:1:pos:R:3:forces:R:3:lowdin_charge:R:1 method="wB97M-V/def2-TZVPD" de_lowest_kj_mol=207.22 charge=+1 energy_ha=-520.017697
C 1.481977 -1.717924 -0.085293 0.4 1.4 1.4 -0.154
C 0.141457 -2.352228 -0.506695 0.5 0.3 0.7 -0.137
C -0.156881 -0.001993 -0.692357 2.3 1.5 -0.6 -0.443
C -0.911077 0.719086 0.429342 1.7 -0.2 0.6 -0.240
C -1.389104 2.136171 0.335231 1.4 -0.3 -1.3 -0.016
C -0.123682 0.769703 -2.094146 2.3 0.8 3.0 0.009
C -1.028984 0.029954 1.616766 1.9 1.2 0.1 -0.022
C 3.545199 0.703292 0.103788 0.8 -0.1 0.9 -0.074
C 2.040345 0.700284 0.462790 0.2 0.4 0.1 -0.269
N 1.354661 -0.279415 -0.288367 -4.4 -0.2 -2.3 -0.124
N -3.443560 -0.526677 0.830269 -1.6 -0.2 1.4 0.149
N -0.749347 -1.277040 -1.024147 1.7 -0.5 -0.7 0.021
H 1.681145 -1.928120 0.988179 -0.1 -0.1 -0.2 0.121
H 2.392534 -1.954346 -0.586267 0.4 -1.1 -0.7 0.104
H 0.266589 -3.122211 -1.286086 -0.3 0.1 0.7 0.133
H -0.271715 -2.673913 0.439401 -0.3 -1.0 -0.2 0.094
H -1.718292 2.389086 -0.683542 -0.5 -0.2 0.4 0.089
H -0.489698 2.841250 0.411937 -1.2 -0.9 0.6 0.137
H -2.143111 2.215042 1.095700 -0.2 1.0 0.3 0.083
H 0.005710 1.867492 -1.848606 -0.1 -1.2 -1.0 0.092
H -1.063797 0.518408 -2.478447 -1.3 0.3 -1.4 0.060
H 0.781496 0.356009 -2.645727 -1.4 0.7 0.5 0.123
H -1.265125 0.654318 2.530695 0.2 -1.2 -0.9 0.141
H -0.387970 -0.872963 1.643849 -0.7 0.5 0.6 0.104
H -2.224886 -0.419074 1.211392 -1.5 0.4 -0.2 0.068
H 4.095598 -0.278384 -0.029124 -1.5 0.6 -0.4 0.086
H 3.709791 1.345340 -0.801207 0.3 -0.5 1.1 0.089
H 4.064983 0.969575 1.055785 -0.1 1.0 -1.0 0.080
H 1.883208 0.481474 1.530030 0.3 0.4 0.2 0.109
H 1.552463 1.722095 0.240534 1.0 -1.4 0.3 0.137
H -4.207426 -0.570522 1.573573 1.3 0.3 -1.3 0.153
H -3.623171 0.227027 0.156581 -0.1 -0.4 0.3 0.114
H -0.366444 -1.260872 -1.962260 -1.2 -0.6 -0.8 0.088
H -3.432885 -1.409910 0.356434 -0.2 -0.5 -0.6 0.091



Entry 2:
119
Properties=species:S:1:pos:R:3:forces:R:3:lowdin_charge:R:1 method="wB97M-V/def2-TZVPD" charge=0 energy_ha=-5579.137151
N -2.467208 -1.574390 -0.801322 0.7 -1.5 0.0 0.268
H -3.140921 -1.529376 -0.050980 -0.3 0.5 -0.3 0.102
H -1.982281 -2.472188 -0.641233 0.2 0.1 -0.3 0.092
H -1.686202 -0.834070 -0.766543 0.4 1.0 0.3 0.053
H -2.839327 -1.649673 -1.766269 -0.4 0.0 0.2 0.060
N -1.549684 -0.929361 2.957977 -0.4 0.2 -0.3 0.281
H -2.487003 -1.144270 2.629971 -0.1 0.5 0.1 0.117
H -1.515414 -0.023526 3.425310 -0.2 -0.2 0.2 0.135
H -0.892281 -0.838629 2.101635 0.6 -0.9 -0.2 0.063
H -1.274654 -1.718250 3.549979 0.6 0.2 0.2 0.082
C -0.117208 0.146680 0.521733 -1.3 0.0 0.2 -0.877
O -0.701539 0.393727 -0.625983 0.3 -0.1 0.0 -0.146
O 0.065653 -1.118264 0.824231 -0.2 0.5 0.4 -0.147
O 0.056137 1.056931 1.397301 0.2 -0.4 -0.5 -0.087
O -2.822913 5.759632 -0.951808 0.1 -0.2 -0.5 -0.259
S -2.330512 4.474656 -1.331354 0.5 -0.4 1.4 0.611
O -3.152357 3.538152 -2.070258 0.4 0.6 0.2 -0.302
O -0.937375 4.702832 -2.086305 -0.4 0.1 -0.9 -0.248
C -0.477912 3.564919 -2.851423 -0.2 -1.0 1.4 -0.272
C 1.020633 3.483450 -2.874475 0.3 0.2 -1.2 -0.061
C -1.638859 3.661713 0.125858 -0.4 0.2 -1.1 -0.101
H -0.958350 3.517297 -3.826681 0.2 0.4 -0.2 0.128
H -0.805813 2.661458 -2.322314 -0.1 0.0 -0.1 0.083
H 1.212241 2.524653 -3.368666 0.3 0.1 -0.1 0.059
H 1.568991 3.459974 -1.935362 -0.6 0.1 0.3 0.087
H 1.439960 4.275761 -3.498899 0.1 0.0 0.1 0.089
H -1.358846 2.664315 -0.218637 -0.1 -0.2 0.5 0.029
H -2.400074 3.718551 0.899132 0.1 -0.2 0.1 0.053
H -0.730345 4.191463 0.393267 -0.1 0.2 0.1 0.073
O -4.705194 3.375632 1.977443 0.0 -0.6 0.4 -0.257
S -4.743281 1.961498 2.190613 -0.2 0.1 -1.4 0.610
O -4.388266 1.352425 3.445903 0.1 0.1 -0.4 -0.293
O -6.231589 1.478774 1.794669 1.1 0.1 0.4 -0.254
C -6.720597 0.295306 2.467880 -0.9 0.0 -0.2 -0.268
C -8.058354 -0.010805 1.841911 -0.9 -0.9 0.1 -0.073
C -3.798387 1.169937 0.852155 -1.0 -0.2 1.2 -0.106
H -6.815534 0.520532 3.527157 0.0 -0.1 0.0 0.120
H -6.066122 -0.572183 2.354600 0.3 0.2 -0.1 0.112
H -8.457594 -0.949842 2.244467 0.2 0.1 0.3 0.084
H -8.046729 -0.224459 0.772040 0.4 0.4 -0.1 0.082
H -8.841916 0.718518 2.039782 0.3 0.3 0.0 0.084
H -4.150876 0.138994 0.938737 0.4 -0.2 -0.1 0.038
H -2.741085 1.297677 1.078095 0.1 -0.1 -0.3 0.048
H -4.121669 1.542684 -0.115773 0.2 0.4 0.1 0.075
O -4.204904 -0.966627 -5.407063 0.4 -0.3 0.3 -0.242
S -3.223083 -0.870297 -4.379073 0.6 1.7 0.2 0.634
O -3.013810 -1.947481 -3.434422 -0.2 0.0 -0.4 -0.308
O -1.838339 -0.510488 -5.082918 -0.7 -0.4 -0.2 -0.242
C -0.659311 -0.221549 -4.292282 -0.3 -0.2 0.6 -0.244
C 0.513025 -0.236924 -5.218207 0.8 0.2 -0.4 -0.045
C -3.453314 0.634073 -3.397561 -0.5 -1.0 -0.1 -0.104
H -0.573507 -0.951889 -3.483666 0.0 -0.2 -0.2 0.105
H -0.798271 0.738636 -3.787936 0.0 0.1 -0.2 0.099
H 1.433703 0.014897 -4.685169 -0.1 0.0 0.2 0.062
H 0.432090 0.500057 -6.020128 -0.3 0.1 0.1 0.089
H 0.697318 -1.193099 -5.707118 -0.3 -0.2 0.2 0.094
H -2.867937 0.466904 -2.496210 0.2 0.5 0.0 0.039
H -4.507740 0.704286 -3.130476 0.0 -0.1 0.0 0.081
H -3.188902 1.527171 -3.952154 0.2 -0.1 0.0 0.074
O 0.110206 -2.869625 4.181828 -0.5 -0.3 0.1 -0.308
S 1.371493 -2.395294 4.669018 1.6 0.5 -0.5 0.613
O 1.512283 -1.861442 5.987822 -0.3 -0.5 0.0 -0.257
O 2.375044 -3.643175 4.454435 -1.1 1.1 0.2 -0.249
C 3.791805 -3.371298 4.567684 0.2 -0.5 -0.3 -0.266
C 4.431486 -4.588886 5.200303 0.9 0.4 0.2 -0.059
C 2.005841 -1.148697 3.553839 0.3 -0.7 -0.4 -0.119
H 3.984640 -2.460481 5.135843 -0.1 -0.1 0.1 0.118
H 4.158874 -3.227842 3.547407 0.0 0.0 0.1 0.122
H 4.368446 -4.559655 6.287175 -0.4 -0.1 0.0 0.083
H 5.503898 -4.553746 4.982568 0.0 0.0 -0.1 0.084
H 4.064204 -5.532179 4.806244 -0.3 0.1 0.0 0.084
H 2.976957 -0.818734 3.911600 -0.2 0.2 0.3 0.051
H 1.319833 -0.312049 3.432526 -0.1 0.0 0.2 0.062
H 2.155750 -1.584526 2.564358 -0.3 -0.1 0.0 0.079
O 3.941310 -1.455033 -2.946537 -0.4 0.5 -0.8 -0.269
S 4.185458 -0.065203 -2.714216 -0.3 0.5 2.1 0.603
O 5.493498 0.323496 -2.260863 -0.4 0.1 -0.4 -0.278
O 3.753316 0.831947 -3.968533 0.2 -1.0 0.2 -0.279
C 4.176919 2.201801 -3.960328 0.4 1.2 -0.8 -0.270
C 3.663607 2.796263 -5.269974 -0.1 -1.0 0.2 -0.056
C 2.954416 0.566077 -1.522213 -0.1 -0.4 -0.4 -0.099
H 5.264469 2.274905 -3.967216 0.0 -0.3 0.2 0.121
H 3.810506 2.757569 -3.094611 -0.2 -0.3 0.1 0.107
H 4.035759 3.797561 -5.465219 -0.1 0.1 0.2 0.086
H 2.575813 2.743750 -5.296808 0.0 0.3 0.0 0.060
H 4.017110 2.120705 -6.051306 0.0 0.2 -0.2 0.086
H 2.624403 -0.159685 -0.778326 0.5 -0.3 -0.1 0.066
H 2.046934 0.804178 -2.075114 0.1 0.2 -0.1 0.049
H 3.376122 1.434848 -1.025321 0.0 0.1 -0.1 0.059
O 2.699360 3.316619 5.292371 0.0 0.0 -0.6 -0.279
S 2.792706 3.408331 3.863820 -0.3 -0.6 0.6 0.605
O 3.591360 4.433522 3.267088 -0.3 -0.2 -0.3 -0.274
O 3.367543 1.955495 3.412733 -0.2 1.1 0.4 -0.254
C 3.489043 1.681406 2.029949 -0.3 -2.1 -1.5 -0.300
C 4.553419 0.602638 1.836884 1.1 1.0 0.4 -0.050
C 1.124384 3.355012 3.195041 0.5 -0.4 0.9 -0.113
H 3.693746 2.522602 1.367149 0.1 0.4 0.5 0.122
H 2.580043 1.177802 1.670466 -0.4 0.7 0.2 0.092
H 4.408462 -0.242814 2.503644 -0.1 0.0 -0.1 0.054
H 5.527932 1.047123 2.067761 0.0 -0.2 0.1 0.089
H 4.644322 0.254972 0.808610 -0.4 0.0 0.0 0.065
H 1.136559 3.448710 2.116891 -0.2 0.1 0.0 0.055
H 0.521829 4.064804 3.758308 0.2 0.5 -0.4 0.078
H 0.740536 2.387858 3.514891 0.1 -0.2 -0.4 0.052
O 0.989853 -5.502781 -1.580627 -0.5 0.1 -0.2 -0.260
S 0.165396 -4.389251 -1.947576 0.9 1.3 0.7 0.609
O -0.643244 -4.357438 -3.120575 -0.1 -0.2 0.3 -0.256
O -0.831904 -4.061778 -0.714079 -0.7 0.1 -0.4 -0.321
C -0.403061 -4.294197 0.640493 1.0 -1.8 -0.2 -0.245
C -0.677651 -5.745930 1.055531 -0.9 -0.4 0.8 -0.064
C 1.133874 -2.876500 -1.847815 0.2 -0.6 -0.3 -0.110
H -0.916171 -3.614496 1.309902 0.0 0.4 -0.3 0.097
H 0.674891 -4.141030 0.686679 -0.1 0.5 0.2 0.114
H 0.167573 -6.413242 1.213100 0.4 0.5 -0.2 0.078
H -1.344580 -6.298590 0.391740 0.0 0.4 -0.3 0.083
H -1.215153 -5.725663 2.010123 0.1 0.0 0.0 0.071
H 1.694503 -2.705602 -2.765747 -0.2 -0.1 -0.2 0.062
H 1.883948 -3.012250 -1.072040 -0.2 0.1 0.2 0.073
H 0.443719 -2.067409 -1.623958 0.1 0.1 0.1 0.041



Entry 3:
19
Properties=species:S:1:pos:R:3:forces:R:3:lowdin_charge:R:1 method="wB97M-V/def2-TZVPD" de_lowest_kj_mol=55.49 charge=0 energy_ha=-1574.461255
C -0.126516 -1.755517 -2.242501 -1.4 1.4 0.3 -0.125
C -0.550773 0.186455 -1.388426 1.7 -1.6 0.7 -0.481
C 1.615730 -0.144635 0.998563 0.5 1.1 -0.9 -0.179
C -1.118001 1.110784 -0.538734 0.2 1.4 -0.5 -0.479
C 0.394121 -0.072992 1.722617 -1.1 1.7 -0.2 -0.642
N 0.963178 -1.088536 -2.340008 0.0 -0.5 0.5 0.045
N 0.796578 0.132152 -1.714825 -2.7 -0.1 -1.0 -0.029
O -1.172454 -0.992714 -1.650613 1.5 -0.9 -0.9 0.039
S -0.212684 2.569972 -0.399066 2.2 0.1 -1.0 0.752
S -2.322141 -0.230968 2.577385 -0.8 -1.4 -0.9 0.393
S -0.679900 -1.360969 1.884444 -0.7 -0.4 0.7 0.544
H -0.412101 -2.733860 -2.618253 0.3 0.3 0.1 0.130
H 1.419577 0.123232 -0.077881 0.2 -0.1 0.4 0.039
H 2.438278 0.534627 1.262568 -0.3 -0.4 0.4 0.102
H 1.866904 -1.151846 0.950680 1.4 -1.8 -0.1 0.053
H -2.156326 1.244677 -0.247231 0.2 -0.7 -0.1 0.064
H -0.097158 0.877747 1.846948 0.3 0.2 0.3 -0.012
H 0.961984 2.069511 -1.180071 -2.1 0.9 1.4 -0.005
H -1.608297 0.682880 3.154405 0.8 0.8 0.8 -0.211



Entry 4:
23
Properties=species:S:1:pos:R:3:forces:R:3:lowdin_charge:R:1 method="wB97M-V/def2-TZVPD" de_lowest_kj_mol=157.60 charge=+1 energy_ha=-732.601594
C 0.742672 1.140179 -0.229524 -0.3 -0.3 -0.1 -0.139
C -0.666063 1.653462 -0.527205 0.6 0.2 -0.4 -0.125
C -2.206271 0.109181 0.650477 0.9 -1.0 -0.1 0.031
C 1.000163 -0.347614 -0.520954 0.2 0.1 0.3 -0.385
C 0.344853 -1.256658 0.465199 -1.7 1.2 -0.1 -0.544
C 2.515699 -0.632290 -0.504133 -0.1 -0.1 -0.1 -0.043
N -1.626403 1.446773 0.601204 -0.2 0.4 0.2 -0.034
F 0.584993 -0.964202 1.748151 0.3 0.0 0.0 0.024
P -0.003625 -2.966443 0.121028 0.6 -0.9 0.1 0.933
H 1.424266 1.709836 -0.860669 0.0 0.1 0.1 0.130
H 1.007219 1.354858 0.807041 0.1 0.1 0.1 0.128
H -0.613688 2.728015 -0.721511 -0.1 -0.1 0.1 0.136
H -1.077814 1.163540 -1.412725 -0.1 0.1 0.2 0.138
H -2.853818 -0.126501 -0.176239 0.0 0.1 -0.3 0.069
H -2.550591 -0.184591 1.627406 0.1 0.0 0.2 0.069
H 0.616913 -0.596228 -1.515032 -0.1 0.0 0.1 0.140
H 3.009839 -0.020868 -1.254530 0.1 0.1 0.0 0.091
H 2.699162 -1.678320 -0.740005 0.1 0.0 0.0 0.081
H 2.945565 -0.412395 0.470246 0.0 0.0 0.1 0.094
H -1.126561 1.610946 1.483627 -0.2 0.1 -0.2 0.177
H -2.360435 2.169594 0.534249 0.2 -0.1 0.1 0.182
H -0.735365 -2.766402 -1.043761 -0.2 0.2 -0.3 -0.075
H -1.070711 -3.133872 0.997660 -0.3 0.0 0.2 -0.079